Here is 3 unconnected molecules or ions with the total composition C2H10N4O3 in a non-equilibrium geometry from the Open Molecules 2025 dataset. Energies are from wB97M-V/def2-TZVPD.

```
19
Properties=species:S:1:pos:R:3:nbo_charge:R:1
O -8.4525 18.9936 -1.7118 -0.94
H -7.8237 18.3787 -1.3180 0.47
H -7.9603 19.4193 -2.4246 0.47
C -6.4472 17.6983 -4.0501 0.76
O -7.4620 17.3776 -4.6703 -0.64
N -5.9707 18.9750 -3.9857 -0.87
N -5.6960 16.7490 -3.4298 -0.85
H -5.0683 19.1277 -3.5793 0.38
H -6.4005 19.7223 -4.5005 0.42
H -4.7440 16.9188 -3.1690 0.38
H -6.0474 15.8140 -3.5247 0.42
C -7.0760 22.2466 -3.7734 0.76
O -7.7721 22.4116 -4.7757 -0.65
N -7.5900 22.1263 -2.5100 -0.85
N -5.7021 22.2909 -3.8323 -0.86
H -8.5942 22.1710 -2.4837 0.42
H -7.0740 21.6577 -1.7905 0.39
H -5.2522 22.1384 -2.9464 0.37
H -5.1322 22.4637 -4.6322 0.42
```

Its energy above the lowest of the compared OMol25 structures with the same formula, charge and spin is 63.2 kJ/mol. For the strongest force on any atom, the calculation gives 2.34 eV/Å. The SMILES is NC(N)=O.NC(N)=O.O. The value obtained for the LUMO energy is 0.184 eV. The value obtained for the molar mass is 138.127 g/mol.

---

Here is a gas-phase ion, C2H10N4S2 (charge +2) in a non-equilibrium geometry from the Open Molecules 2025 dataset. Energies are from wB97M-V/def2-TZVPD.

```
18
Properties=species:S:1:pos:R:3:nbo_charge:R:1
C -1.1369 -0.6837 -0.1045 -0.11
C 1.3566 -0.2666 -0.5913 0.03
N -0.0507 -0.2378 -0.9670 -0.66
N -3.2184 0.4460 0.6600 -0.42
N -2.0145 0.4147 0.0033 -0.19
N 1.8665 0.7734 0.3268 -0.64
S 1.7506 -1.8828 0.5100 -0.06
S 3.0015 1.8946 -0.1345 0.68
H -1.7924 -1.5982 -0.5437 0.26
H -0.7240 -1.0296 0.8033 0.24
H 1.8926 -0.2824 -1.5429 0.25
H 0.0172 -0.4771 -2.0322 0.44
H -3.4635 -0.2923 1.4058 0.46
H -3.5190 1.4144 0.7959 0.44
H -1.9170 1.1367 -0.6770 0.44
H 2.2047 0.4807 1.2844 0.46
H 2.8551 -2.2019 -0.3257 0.21
H 2.8916 2.3919 1.1293 0.17
```

Its energy above the lowest of the compared OMol25 structures with the same formula, charge and spin is 667.4 kJ/mol. As for the net charge: +2. For the strongest force on any atom, the calculation gives 4.23 eV/Å. The value obtained for the LUMO energy (alpha / beta) is -10.652 / -9.427 eV. The value obtained for the molar mass is 154.264 g/mol.

---

Here is 2 unconnected molecules or ions with the total composition C2H10N5O in a non-equilibrium geometry from the Open Molecules 2025 dataset. Energies are from wB97M-V/def2-TZVPD.

```
18
Properties=species:S:1:pos:R:3:nbo_charge:R:1
N -1.5735 -1.2708 0.1476 -0.86
C -0.7127 -0.3661 -0.5256 0.73
N 0.5759 -1.0931 -1.3031 -0.76
N -1.4903 0.3815 -1.4304 -0.70
H -2.1493 -0.6509 0.7288 0.41
H -2.1649 -1.5845 -0.6312 0.40
H 0.7348 -1.7805 -0.5690 0.40
H 0.0642 -1.5911 -2.0222 0.40
H -0.8469 0.6863 -2.1579 0.42
H -2.1911 -0.2545 -1.7876 0.42
N 0.9134 0.0760 1.9908 -0.79
C 1.4714 1.2742 1.5511 0.76
N 1.7898 1.2607 0.1906 -0.81
O 1.6987 2.2497 2.2718 -0.54
H 0.4090 0.2029 2.8630 0.42
H 0.3105 -0.3574 1.3011 0.33
H 1.3104 0.6075 -0.4137 0.37
H 1.8507 2.2100 -0.2041 0.42
```

Its energy above the lowest of the compared OMol25 structures with the same formula, charge and spin is 484.6 kJ/mol. As for the net charge: +1. For the strongest force on any atom, the calculation gives 7.95 eV/Å. The value obtained for the LUMO energy is -8.535 eV. The value obtained for the molar mass is 120.136 g/mol.

---

Here is 2 unconnected molecules or ions with the total composition C2H10NO in a non-equilibrium geometry from the Open Molecules 2025 dataset. Energies are from wB97M-V/def2-TZVPD.

```
14
Properties=species:S:1:pos:R:3:lowdin_spin:R:1
C 0.4682 -2.1490 1.0874 0.16
N 0.9686 -0.9405 0.2949 0.18
H 0.4113 -0.0963 0.5790 0.05
H 1.9621 -0.7583 0.5378 0.14
H 0.7662 -0.9970 -0.7149 0.08
H -0.3887 -2.4438 0.4592 0.03
H 0.3280 -1.8452 2.1348 0.04
H 1.2121 -2.9502 1.0327 0.03
C -1.3666 1.8181 -1.0369 0.07
O -0.1897 1.2588 -0.4058 0.13
H 0.3319 1.7721 0.2445 0.06
H -2.1390 1.9296 -0.2510 0.01
H -1.1323 2.7704 -1.5096 0.00
H -1.6027 1.1144 -1.8423 0.01
```

Its energy above the lowest of the compared OMol25 structures with the same formula, charge and spin is 95.5 kJ/mol. For the strongest force on any atom, the calculation gives 1.73 eV/Å. As for the expectation value of S²: 0.75. The value obtained for the LUMO energy (alpha / beta) is 1.151 / 0.701 eV. The value obtained for the molar mass is 64.108 g/mol. As for the spin multiplicity: 2.

---

Here is 2 unconnected molecules or ions with the total composition C2H10NO in a non-equilibrium geometry from the Open Molecules 2025 dataset. Energies are from wB97M-V/def2-TZVPD.

```
14
Properties=species:S:1:pos:R:3:lowdin_spin:R:1
N -2.5323 -0.2964 -0.0534 0.32
H -1.8918 -1.0461 -0.3830 0.10
H -3.4977 -0.3003 -0.5065 0.15
H -2.2189 0.6956 -0.0775 0.13
H -2.6577 -0.5244 0.9555 0.10
C 0.7326 0.2515 -0.2621 0.06
O 0.1339 -0.4184 0.8691 0.08
C 2.2624 0.2868 -0.1581 0.01
H 0.4201 1.2871 -0.3439 0.02
H 0.4005 -0.2914 -1.1471 0.02
H 0.8768 -0.5752 1.4545 0.00
H 2.6159 0.6258 0.8220 0.00
H 2.6614 1.0043 -0.8672 0.00
H 2.6949 -0.6987 -0.3022 0.00
```

Its energy above the lowest of the compared OMol25 structures with the same formula, charge and spin is 25.3 kJ/mol. For the strongest force on any atom, the calculation gives 1.51 eV/Å. As for the expectation value of S²: 0.75. The value obtained for the LUMO energy (alpha / beta) is 0.938 / 0.716 eV. The value obtained for the molar mass is 64.108 g/mol. As for the spin multiplicity: 2.

---

Here is 2 unconnected molecules or ions with the total composition C2H10NO in a non-equilibrium geometry from the Open Molecules 2025 dataset. Energies are from wB97M-V/def2-TZVPD.

```
14
Properties=species:S:1:pos:R:3:nbo_charge:R:1
C 1.3113 1.8802 -0.6311 -0.27
O 0.4234 0.8162 -1.0242 -0.79
H -0.1231 1.1643 -1.7195 0.50
H 2.3356 1.6143 -0.8600 0.20
H 1.0385 2.8591 -1.0218 0.20
H 1.2020 2.0407 0.4512 0.18
C -1.4115 -1.1429 0.9538 -0.42
N -0.1137 -1.4591 0.2190 -0.67
H 0.3441 -2.1505 0.8158 0.43
H -0.4486 -1.8929 -0.6389 0.44
H 0.5069 -0.6452 0.1146 0.48
H -2.0236 -0.5126 0.3113 0.24
H -1.1774 -0.4895 1.7858 0.24
H -1.8638 -2.0820 1.2441 0.24
```

Its energy above the lowest of the compared OMol25 structures with the same formula, charge and spin is 96.7 kJ/mol. As for the net charge: +1. For the strongest force on any atom, the calculation gives 2.24 eV/Å. The value obtained for the LUMO energy is -3.555 eV. The value obtained for the molar mass is 64.108 g/mol.

---

- Which formula does entry 3 have?
  C2H10N5O

---

- The highest strongest force on any atom belongs to which entry?
  C2H10N5O

---

- Which value of molar mass does entry 3 give?
  120.136 g/mol

---

- What is the molar mass in the second record?
  154.264 g/mol